The following is a DFT calculation (ωB97M-V/def2-TZVPD) of C29H46P2Sc as an isolated structure at a distorted geometry.

Structure (XYZ):
```
78
Properties=species:S:1:pos:R:3
Sc -0.2074 0.5302 0.0525
C 0.2724 -1.8347 -0.3164
C 1.5299 -1.1769 -0.1365
C 0.3448 -1.0207 1.8542
C -0.4411 -1.7740 0.9205
C 1.5467 -0.6127 1.1871
C -0.1545 -2.6324 -1.4940
H 0.2815 -2.2425 -2.4206
H -1.2489 -2.6087 -1.5898
H 0.1517 -3.6869 -1.4030
C -1.6700 -2.5645 1.1927
H -1.6468 -3.5155 0.6365
H -2.5841 -2.0276 0.8891
H -1.7601 -2.8041 2.2622
C 0.1269 -0.8995 3.3182
H -0.4693 -1.7434 3.6984
H -0.3910 0.0319 3.5970
H 1.0955 -0.9042 3.8436
C 2.6817 0.0873 1.8310
H 3.3270 -0.6310 2.3588
H 2.3174 0.8146 2.5677
H 3.3008 0.6152 1.0983
C 2.7006 -1.2441 -1.0423
H 3.4996 -1.8817 -0.6258
H 3.1375 -0.2504 -1.2038
H 2.4289 -1.6655 -2.0168
C -1.2853 1.3984 -1.9706
C -0.4567 0.4492 -2.4935
C 0.8669 0.7017 -3.1441
C 1.7508 1.8059 -2.4931
C 1.7890 1.9666 -1.0190
C 0.8828 2.6543 -0.2440
C -0.2913 3.4361 -0.7546
C -1.0229 2.8758 -1.9935
H 0.7175 1.0060 -4.1986
H 1.4507 2.7736 -2.9692
H 1.4365 -0.2429 -3.2077
H -0.4420 3.1108 -2.9192
H -2.2953 1.1026 -1.6733
H -0.8775 -0.5336 -2.7073
H -1.9661 3.4354 -2.1086
H -1.0126 3.5943 0.0600
H 1.1755 2.9026 0.7874
H 0.0589 4.4506 -1.0152
H 2.7850 1.6334 -2.8374
H 2.7561 1.7527 -0.5561
P 0.6388 4.6309 -3.8593
C -0.8886 5.1185 -4.7186
C 1.9255 4.6059 -5.1526
P 2.2151 5.7195 -1.4416
C 0.9291 6.0785 -2.7598
C 3.7309 6.0866 -2.4396
C 2.1030 7.3770 -0.6462
H -1.6490 5.4131 -3.9830
H -1.2549 4.2603 -5.2960
H -0.6851 5.9554 -5.3965
H 1.8472 5.5048 -5.7725
H 1.7366 3.7188 -5.7757
H 2.9299 4.5232 -4.7135
H 2.2319 8.1872 -1.3773
H 2.8888 7.4421 0.1166
H 1.1232 7.4794 -0.1630
H -0.0125 6.2952 -2.2239
H 1.2097 6.9648 -3.3640
H 4.5536 6.2289 -1.7249
H 3.6050 7.0049 -3.0311
H 3.9745 5.2425 -3.0974
C -4.6468 1.8282 2.4711
C -3.8989 0.7092 2.8549
C -2.7173 0.3850 2.1594
C -2.2763 1.1359 1.0826
C -3.0626 2.2045 0.6626
C -4.2229 2.5857 1.3751
H -5.5506 2.1046 3.0143
H -4.2184 0.0818 3.6897
H -2.1641 -0.4876 2.4938
H -2.8157 2.7696 -0.2395
H -4.7816 3.4688 1.0484
```

## Properties
* energy above the lowest of the compared OMol25 structures with the same formula, charge and spin: 12.5 kcal per mole
* lowest unoccupied orbital energy: -3.4 eV
* HOMO-LUMO gap: 7.146 eV
* HOMO: -0.389 Eh
* total charge: +1
* multiplicity: 1
* electronic energy: -70090.6033 eV

=====

The following is a DFT calculation (ωB97M-V/def2-TZVPD) of an isolated ion of composition CHN6 and charge -1 at a distorted geometry.

Structure (XYZ):
```
8
Properties=species:S:1:pos:R:3
C 0.3990 -0.4246 0.1525
N 0.2973 -0.9992 -0.9538
N -2.4440 0.9371 -1.4481
N -0.6666 -0.4452 -2.0112
N -1.5753 0.2368 -1.6930
N 1.0084 0.1912 2.2669
N 1.0287 0.1189 1.0009
H 1.9525 0.3852 2.6857
```

## Properties
* energy above the lowest of the compared OMol25 structures with the same formula, charge and spin: 96.8 kcal per mole
* lowest unoccupied orbital energy (alpha / beta): 4.8 / 4.8 eV
* HOMO-LUMO gap (alpha / beta): 7.299 / 7.298 eV
* HOMO (alpha / beta): -0.091 / -0.091 Eh
* total charge: -1
* multiplicity: 1
* electronic energy: -9988.6772 eV

=====

The following is a DFT calculation (ωB97M-V/def2-TZVPD) of an isolated ion of composition C6H13N2O and charge +1 at a distorted geometry.

Structure (XYZ):
```
22
Properties=species:S:1:pos:R:3
C 0.5431 -0.1828 0.0954
C -0.6641 0.6213 -0.2252
C 2.9075 0.3778 0.0231
C 3.3289 -0.9927 -0.3492
C -2.9929 1.1022 -0.3904
C -2.2134 -0.9798 0.6254
N 1.6887 0.7560 0.2047
N -1.8779 0.2720 -0.0161
O 1.3495 1.9279 0.5265
H 0.7192 -0.9276 -0.6890
H 0.4524 -0.7059 1.0518
H -0.4530 1.6076 -0.6335
H 3.6419 1.1554 0.1633
H 2.9166 -1.2970 -1.3133
H 3.0283 -1.7288 0.3955
H 4.4117 -1.0225 -0.4298
H -3.5350 1.4200 0.5034
H -2.6633 1.9881 -0.9333
H -3.6779 0.5247 -1.0114
H -1.9012 -0.9593 1.6716
H -3.2878 -1.1387 0.5968
H -1.7211 -1.8178 0.1336
```

## Properties
* energy above the lowest of the compared OMol25 structures with the same formula, charge and spin: 79.4 kcal per mole
* lowest unoccupied orbital energy: -4.3 eV
* HOMO-LUMO gap: 7.986 eV
* HOMO: -0.451 Eh
* total charge: +1
* multiplicity: 1
* electronic energy: -11451.2701 eV

=====

The following is a DFT calculation (ωB97M-V/def2-TZVPD) of an isolated ion of composition C4H13N3 and charge +2 at a distorted geometry.

Structure (XYZ):
```
20
Properties=species:S:1:pos:R:3
C 2.0066 -2.1643 0.3575
C -0.1285 -1.1897 -0.5168
C 0.4301 2.0780 0.9132
C -2.0679 0.3351 -0.5981
N 1.2532 -1.2521 0.0099
N 0.1250 1.1685 -0.2904
N -0.7490 0.0318 0.0017
H 3.0733 -1.8594 0.3876
H 1.5935 -3.1487 0.5600
H -0.0409 -1.2591 -1.6560
H -0.7434 -2.1098 -0.1857
H -0.3779 2.4423 1.4975
H 1.0530 1.4147 1.5376
H 1.1614 2.8273 0.4780
H -2.4408 1.2953 -0.2092
H -1.7160 0.4582 -1.7156
H -2.8607 -0.4120 -0.5228
H 1.5540 -0.2890 -0.0829
H -0.3463 1.6833 -1.0046
H -0.7786 -0.0505 1.0391
```

## Properties
* energy above the lowest of the compared OMol25 structures with the same formula, charge and spin: 109.3 kcal per mole
* lowest unoccupied orbital energy: -9.1 eV
* HOMO-LUMO gap: 10.542 eV
* HOMO: -0.720 Eh
* total charge: +2
* multiplicity: 1
* electronic energy: -8808.8358 eV

=====

The following is a DFT calculation (ωB97M-V/def2-TZVPD) of the molecule C15H30N2O2.

Structure (XYZ):
```
49
Properties=species:S:1:pos:R:3
C -3.5798 -3.8275 0.2175
H -3.8636 -3.2813 1.1148
C -2.8346 -2.9140 -0.7493
C -1.6105 -2.2426 -0.1270
C -0.4791 -3.2187 0.1851
C 0.7368 -2.5207 0.7933
C 1.5234 -1.6942 -0.2075
O 1.1685 -1.4555 -1.3440
N 2.7196 -1.2747 0.2848
H 2.8555 -1.3233 1.2833
C 3.5280 -0.3130 -0.4228
H 4.5844 -0.5201 -0.2360
H 3.3135 -0.4424 -1.4871
C 3.1905 1.1316 0.0026
N 1.7858 1.3919 -0.2213
C 0.8429 1.1172 0.7101
O 1.1184 0.7764 1.8450
C -0.5745 1.3380 0.2238
C -0.8921 2.8344 0.1454
C -2.2469 3.1171 -0.5043
C -3.4311 2.5790 0.2958
C -4.7594 3.0061 -0.3174
H -4.8417 4.0909 -0.3365
H -4.8428 2.6395 -1.3383
H -5.5922 2.6093 0.2583
H -3.3695 2.9480 1.3221
H -3.3893 1.4893 0.3281
H -2.2641 2.6834 -1.5072
H -2.3589 4.1992 -0.6111
H -0.8754 3.2537 1.1535
H -0.1133 3.3367 -0.4344
H -0.6945 0.8795 -0.7596
H -1.2494 0.8511 0.9264
H 1.4963 1.4794 -1.1834
C 4.0400 2.1436 -0.7545
H 5.0935 1.9813 -0.5452
H 3.7769 3.1543 -0.4537
H 3.8802 2.0443 -1.8261
H 3.3478 1.2295 1.0831
H 1.4145 -3.2616 1.2244
H 0.4231 -1.8472 1.5962
H -0.1751 -3.7180 -0.7371
H -0.8278 -3.9782 0.8869
H -1.2281 -1.4978 -0.8248
H -1.9085 -1.7296 0.7912
H -3.5199 -2.1349 -1.0925
H -2.5228 -3.4871 -1.6249
H -2.9644 -4.6742 0.5104
H -4.4840 -4.2135 -0.2483
```

## Properties
* energy above the lowest of the compared OMol25 structures with the same formula, charge and spin: 1.0 kcal per mole
* lowest unoccupied orbital energy: 0.9 eV
* HOMO-LUMO gap: 9.942 eV
* HOMO: -0.333 Eh
* multiplicity: 1
* electronic energy: -23118.9545 eV

=====

The following is a DFT calculation (ωB97M-V/def2-TZVPD) of C30H26BMoN2O2P as an isolated structure at a distorted geometry.

Structure (XYZ):
```
63
Properties=species:S:1:pos:R:3
Mo 0.9904 0.4181 0.4622
N 1.6330 -2.2794 -1.0883
P 0.3245 -1.9424 0.0091
C 0.6188 -3.3120 1.1113
C 0.4100 -4.6482 0.6507
C 0.7723 -5.6973 1.4659
C 1.4019 -5.4871 2.7252
C 1.6167 -4.1779 3.1539
C 1.2633 -3.1334 2.3344
C -1.1559 -2.3005 -0.9084
C -1.3234 -1.7944 -2.2182
C -2.4725 -2.0816 -2.9217
C -3.5217 -2.8791 -2.3582
C -3.3102 -3.4097 -1.0879
C -2.1425 -3.1742 -0.3580
C 2.4719 -1.2843 -1.4907
C 3.2305 -1.4643 -2.6479
C 3.9202 -0.4239 -3.2057
C 3.9227 0.8193 -2.5186
C 3.2495 0.9488 -1.3273
N 2.3775 -0.0295 -0.8945
H 1.6247 -3.1359 -1.6584
H -0.1827 -4.7721 -0.3210
H 0.6785 -6.7580 1.2486
H 1.6155 -6.3253 3.4048
H 2.0981 -3.9284 4.1154
H 1.4778 -2.1364 2.6342
H -0.6200 -1.0629 -2.6123
H -2.5624 -1.8027 -3.9744
H -4.4285 -3.0846 -2.9326
H -4.1465 -3.9323 -0.6312
H -2.0574 -3.5316 0.6426
H 3.1920 -2.4687 -3.0999
H 4.5527 -0.5448 -4.1274
H 4.5569 1.6636 -2.9097
H 3.3004 1.8344 -0.7608
C 1.7060 0.9230 2.3548
C 1.2559 2.3119 2.5439
C -0.0779 2.6002 2.9972
C -0.3222 3.9075 3.5039
C 0.5940 4.9539 3.3234
C 1.8764 4.6858 2.8173
C 2.2224 3.3743 2.5181
H 1.2208 0.2277 3.0711
H 2.7653 0.7629 2.5070
H -0.8951 1.8397 2.8250
H -1.2793 4.1275 3.9468
H 0.3535 5.9933 3.6266
H 2.5785 5.5574 2.6150
H 3.2357 3.1614 2.2312
O -2.0646 1.4068 -0.1899
B -0.6651 1.7622 -0.1628
O -0.6437 2.9106 -0.9663
C -1.8630 3.2571 -1.4712
C -2.2648 4.4036 -2.1608
C -3.6602 4.5457 -2.2663
C -4.5343 3.6200 -1.7530
C -4.1187 2.4717 -1.0310
C -2.7506 2.2932 -0.9657
H -1.6152 5.1854 -2.5347
H -4.0289 5.4169 -2.8166
H -5.5832 3.8499 -1.7974
H -4.8178 1.7692 -0.6706
```

## Properties
* energy above the lowest of the compared OMol25 structures with the same formula, charge and spin: 0.0 kcal per mole
* lowest unoccupied orbital energy (alpha / beta): -7.4 / -7.4 eV
* HOMO-LUMO gap (alpha / beta): 5.702 / 5.699 eV
* HOMO (alpha / beta): -0.482 / -0.483 Eh
* total charge: +2
* ⟨S²⟩: 2.061
* multiplicity: 3
* electronic energy: -50412.5214 eV

=====

The following is a DFT calculation (ωB97M-V/def2-TZVPD) of an isolated ion of composition C6H6NO3 and charge -1 at a distorted geometry.

Structure (XYZ):
```
16
Properties=species:S:1:pos:R:3
C 0.0103 -0.4411 -1.3420
C -2.3761 1.0212 0.6159
C -2.0382 -1.3565 -0.2075
C 0.7987 0.0150 -0.4201
C 0.9406 -0.2797 1.0414
C 1.9879 0.7999 -1.0133
N -2.4390 -0.0068 0.1198
O -2.4467 2.0546 1.1383
O -2.8649 -2.2260 0.0366
O -0.9895 -1.4989 -0.8310
H 1.8904 0.1193 1.3578
H 0.0849 0.2401 1.6877
H 0.6537 -1.2300 1.2476
H 1.8231 0.8389 -2.0561
H 2.0705 1.7411 -0.6479
H 2.8942 0.2089 -0.7272
```

## Properties
* energy above the lowest of the compared OMol25 structures with the same formula, charge and spin: 79.2 kcal per mole
* lowest unoccupied orbital energy: 3.6 eV
* HOMO-LUMO gap: 7.172 eV
* HOMO: -0.130 Eh
* total charge: -1
* multiplicity: 1
* electronic energy: -13949.9926 eV